[1]
{
  "formula": "C24H59CuGeN5O4Si4",
  "method": "ωB97M-V with the def2-TZVPD basis set",
  "total_energy_ev": -174154.581,
  "orbital_gap_ev": 9.0,
  "homo_ev": -10.8,
  "lumo_energy_ha": -0.066,
  "total_charge": 1,
  "molar_mass_g_mol": 730.267,
  "symbols": ["Cu", "C", "Si", "C", "C", "O", "H", "H", "H", "H", "H", "H", "H", "H", "H", "C", "N", "C", "C", "C", "N", "C", "C", "O", "H", "H", "H", "H", "H", "H", "H", "H", "H", "H", "H", "H", "C", "N", "C", "C", "C", "N", "C", "O", "N", "H", "H", "H", "H", "H", "H", "H", "C", "O", "H", "H", "H", "H", "C", "Si", "C", "C", "Ge", "Si", "C", "C", "C", "Si", "C", "C", "C", "H", "H", "H", "H", "H", "H", "H", "H", "H", "H", "H", "H", "H", "H", "H", "H", "H", "H", "H", "H", "H", "H", "H", "H", "H", "H", "H"],
  "coordinates": [[0.64, 0.80, 0.04], [-0.54, 0.78, 2.62], [-0.46, -1.09, 2.32], [0.60, -1.85, 3.71], [-2.23, -1.78, 2.50], [0.21, -1.33, 0.84], [-1.40, 1.03, 3.24], [-0.62, 1.35, 1.70], [0.35, 1.13, 3.15], [0.25, -1.48, 4.67], [1.65, -1.56, 3.63], [0.55, -2.93, 3.74], [-2.43, -1.98, 3.55], [-2.38, -2.70, 1.95], [-2.97, -1.07, 2.16], [-3.96, 1.50, -0.36], [-3.18, 2.69, -0.61], [-3.95, 3.90, -0.79], [-3.07, 5.11, -0.53], [-1.84, 4.99, -1.41], [-1.18, 3.72, -1.18], [0.25, 3.70, -1.36], [-1.85, 2.60, -0.84], [-1.28, 1.49, -0.76], [-4.54, 1.63, 0.56], [-3.29, 0.65, -0.23], [-4.65, 1.31, -1.19], [-4.78, 3.88, -0.09], [-4.35, 3.94, -1.81], [-2.78, 5.15, 0.52], [-3.61, 6.03, -0.77], [-1.12, 5.79, -1.19], [-2.12, 5.08, -2.47], [0.70, 4.50, -0.78], [0.51, 3.82, -2.42], [0.64, 2.76, -0.98], [3.68, 4.52, 2.37], [3.61, 3.12, 2.03], [4.65, 2.28, 2.21], [4.54, 0.96, 1.93], [3.29, 0.49, 1.42], [2.32, 1.35, 1.13], [2.41, 2.67, 1.44], [1.52, 3.46, 1.24], [3.06, -0.80, 1.21], [4.57, 4.71, 2.96], [2.79, 4.79, 2.93], [3.70, 5.13, 1.46], [5.56, 2.71, 2.60], [5.36, 0.29, 2.10], [3.74, -1.49, 1.44], [2.12, -1.07, 0.94], [0.78, 0.56, -3.10], [0.52, -0.19, -1.92], [0.51, 1.60, -2.97], [0.23, 0.14, -3.95], [1.84, 0.49, -3.30], [-0.44, -0.16, -1.76], [3.46, -1.24, -1.86], [2.14, -2.63, -1.99], [1.40, -2.73, -3.76], [3.23, -4.21, -1.88], [0.19, -2.87, -0.44], [-2.08, -2.81, -1.55], [-2.42, -1.33, -2.74], [-3.66, -2.98, -0.48], [-2.03, -4.40, -2.62], [0.69, -4.82, 1.03], [0.96, -6.41, -0.01], [2.34, -4.49, 1.95], [-0.72, -5.26, 2.23], [3.86, -1.02, -2.84], [4.29, -1.55, -1.24], [3.06, -0.32, -1.45], [1.96, -2.13, -4.47], [0.37, -2.40, -3.78], [1.42, -3.76, -4.11], [4.02, -4.18, -2.62], [2.65, -5.11, -2.06], [3.71, -4.33, -0.91], [-2.33, -0.36, -2.26], [-3.43, -1.40, -3.14], [-1.75, -1.34, -3.60], [-3.90, -2.08, 0.07], [-3.57, -3.80, 0.23], [-4.51, -3.20, -1.13], [-1.18, -4.40, -3.30], [-2.93, -4.51, -3.23], [-1.96, -5.28, -1.99], [1.99, -6.55, -0.29], [0.37, -6.40, -0.92], [0.66, -7.28, 0.57], [3.16, -4.40, 1.25], [2.58, -5.30, 2.63], [2.30, -3.57, 2.53], [-1.50, -5.81, 1.71], [-1.17, -4.38, 2.68], [-0.36, -5.89, 3.04]]
}

---

[2]
{
  "formula": "C29H50O3",
  "method": "ωB97M-V with the def2-TZVPD basis set",
  "de_lowest_ev": 0.126,
  "total_energy_ev": -37027.980,
  "orbital_gap_ev": 8.1,
  "homo_ev": -9.6,
  "smiles": "CC1=C(C)C(=O)C(CC[C@](C)(O)CCC[C@H](C)CCC[C@H](C)CCCC(C)C)=C(C)C1=O",
  "lumo_energy_ha": -0.052,
  "molar_mass_g_mol": 446.716,
  "symbols": ["C", "C", "C", "C", "C", "O", "C", "C", "C", "C", "C", "O", "C", "C", "C", "C", "C", "C", "C", "C", "C", "C", "C", "C", "C", "C", "C", "C", "C", "C", "C", "O", "H", "H", "H", "H", "H", "H", "H", "H", "H", "H", "H", "H", "H", "H", "H", "H", "H", "H", "H", "H", "H", "H", "H", "H", "H", "H", "H", "H", "H", "H", "H", "H", "H", "H", "H", "H", "H", "H", "H", "H", "H", "H", "H", "H", "H", "H", "H", "H", "H", "H"],
  "coordinates": [[-6.78, -2.01, 0.63], [-5.61, -1.09, 0.49], [-4.78, -1.15, -0.57], [-4.96, -2.13, -1.68], [-3.65, -0.20, -0.70], [-3.02, -0.12, -1.74], [-3.34, 0.65, 0.47], [-2.07, 1.45, 0.36], [-2.26, 2.65, -0.59], [-1.13, 2.81, -1.64], [-1.71, 3.59, -2.83], [-0.67, 1.55, -2.08], [0.09, 3.58, -1.10], [0.88, 2.82, -0.03], [2.18, 3.54, 0.33], [3.11, 2.64, 1.16], [4.12, 3.48, 1.94], [3.84, 1.63, 0.25], [4.16, 0.31, 0.94], [4.86, -0.65, -0.01], [5.03, -2.07, 0.54], [5.81, -2.92, -0.47], [3.70, -2.75, 0.92], [2.62, -2.70, -0.16], [1.36, -3.45, 0.28], [0.21, -3.33, -0.72], [-0.88, -4.36, -0.40], [-0.40, -1.93, -0.70], [-4.18, 0.73, 1.52], [-3.96, 1.63, 2.69], [-5.41, -0.09, 1.57], [-6.23, 0.03, 2.47], [-7.45, -1.91, -0.22], [-6.45, -3.04, 0.67], [-7.33, -1.76, 1.54], [-4.86, -3.15, -1.30], [-5.95, -2.04, -2.12], [-4.21, -1.96, -2.45], [-1.75, 1.78, 1.35], [-1.30, 0.80, -0.06], [-3.20, 2.52, -1.13], [-2.34, 3.58, -0.02], [-0.94, 3.73, -3.59], [-2.07, 4.56, -2.51], [-2.54, 3.04, -3.28], [-1.44, 0.99, -2.26], [0.75, 3.77, -1.94], [-0.25, 4.54, -0.71], [0.28, 2.70, 0.87], [1.10, 1.83, -0.43], [2.70, 3.85, -0.57], [1.94, 4.44, 0.91], [2.50, 2.08, 1.88], [4.81, 2.84, 2.48], [3.61, 4.12, 2.66], [4.69, 4.11, 1.26], [4.76, 2.09, -0.13], [3.21, 1.41, -0.62], [4.80, 0.49, 1.81], [3.23, -0.12, 1.30], [5.84, -0.26, -0.26], [4.29, -0.70, -0.95], [5.63, -2.01, 1.46], [6.79, -2.48, -0.66], [5.96, -3.93, -0.09], [5.28, -2.98, -1.41], [3.31, -2.29, 1.83], [3.91, -3.80, 1.16], [2.36, -1.66, -0.36], [2.99, -3.14, -1.09], [1.61, -4.51, 0.40], [1.04, -3.08, 1.25], [0.59, -3.53, -1.73], [-0.48, -5.37, -0.46], [-1.27, -4.20, 0.60], [-1.70, -4.28, -1.11], [-0.79, -1.70, 0.29], [-1.22, -1.86, -1.41], [0.33, -1.17, -0.97], [-3.78, 2.65, 2.37], [-4.83, 1.60, 3.33], [-3.09, 1.30, 3.27]]
}

---

[3]
{
  "formula": "C48H127N9O14",
  "method": "ωB97M-V with the def2-TZVPD basis set",
  "de_lowest_ev": 1.810,
  "total_energy_ev": -93903.364,
  "orbital_gap_ev": 8.9,
  "homo_ev": -8.3,
  "smiles": "COC[C@H](C)N.COC[C@H](C)N.COC[C@H](C)N.COC[C@H](C)N.COC[C@H](C)N.COC[C@H](C)N.COCCNCCOC.COCCNCCOC.COCCNCCOC.CC(C)O.CC(C)O",
  "lumo_energy_ha": 0.022,
  "molar_mass_g_mol": 1054.593,
  "symbols": ["C", "O", "C", "C", "C", "N", "H", "H", "H", "H", "H", "H", "H", "H", "H", "H", "H", "C", "O", "C", "C", "C", "N", "H", "H", "H", "H", "H", "H", "H", "H", "H", "H", "H", "C", "O", "C", "C", "C", "N", "H", "H", "H", "H", "H", "H", "H", "H", "H", "H", "H", "C", "O", "C", "C", "C", "N", "H", "H", "H", "H", "H", "H", "H", "H", "H", "H", "H", "C", "O", "C", "C", "C", "N", "H", "H", "H", "H", "H", "H", "H", "H", "H", "H", "H", "C", "O", "C", "C", "C", "N", "H", "H", "H", "H", "H", "H", "H", "H", "H", "H", "H", "C", "O", "C", "C", "N", "C", "C", "O", "C", "H", "H", "H", "H", "H", "H", "H", "H", "H", "H", "H", "H", "H", "H", "H", "C", "O", "C", "C", "N", "C", "C", "O", "C", "H", "H", "H", "H", "H", "H", "H", "H", "H", "H", "H", "H", "H", "H", "H", "C", "O", "C", "C", "N", "C", "C", "O", "C", "H", "H", "H", "H", "H", "H", "H", "H", "H", "H", "H", "H", "H", "H", "H", "C", "C", "C", "O", "H", "H", "H", "H", "H", "H", "H", "H", "C", "C", "C", "O", "H", "H", "H", "H", "H", "H", "H", "H"],
  "coordinates": [[3.14, -3.35, -1.66], [1.78, -3.64, -1.87], [1.13, -2.62, -2.57], [-0.37, -2.81, -2.49], [-0.79, -4.02, -3.30], [-1.02, -1.57, -2.94], [3.58, -4.22, -1.18], [3.27, -2.43, -1.08], [3.66, -3.18, -2.62], [1.38, -1.62, -2.18], [1.45, -2.59, -3.63], [-0.64, -2.95, -1.44], [-0.35, -3.94, -4.30], [-1.87, -4.11, -3.40], [-0.39, -4.96, -2.90], [-2.02, -1.71, -2.76], [-1.01, -1.50, -3.96], [-1.65, 1.66, 2.85], [-2.78, 2.35, 2.34], [-3.02, 2.03, 0.98], [-4.37, 2.59, 0.58], [-4.81, 2.09, -0.77], [-4.32, 4.07, 0.58], [-1.81, 0.58, 2.87], [-1.55, 1.97, 3.89], [-0.76, 1.95, 2.28], [-2.19, 2.43, 0.38], [-3.04, 0.94, 0.84], [-5.06, 2.28, 1.38], [-4.11, 2.43, -1.54], [-5.83, 2.41, -1.00], [-4.75, 1.00, -0.84], [-3.94, 4.36, 1.48], [-5.24, 4.49, 0.53], [-0.20, -0.76, 2.32], [-0.37, 0.31, 1.42], [0.10, 0.01, 0.13], [-0.22, 1.20, -0.77], [-1.71, 1.24, -1.06], [0.51, 1.17, -2.03], [-0.62, -0.45, 3.28], [0.86, -1.01, 2.44], [-0.75, -1.66, 2.03], [1.19, -0.16, 0.12], [-0.42, -0.87, -0.29], [0.09, 2.07, -0.17], [-2.00, 0.53, -1.84], [-2.05, 2.23, -1.39], [-2.28, 1.07, -0.14], [0.11, 0.42, -2.60], [1.46, 0.82, -1.84], [0.70, -0.22, -5.74], [-0.11, -1.32, -6.16], [0.57, -2.20, -6.99], [-0.39, -3.31, -7.41], [0.25, -4.20, -8.46], [-1.68, -2.80, -7.93], [0.06, 0.40, -5.11], [1.11, 0.35, -6.57], [1.50, -0.57, -5.08], [0.93, -1.66, -7.88], [1.45, -2.65, -6.51], [-0.58, -3.92, -6.52], [1.19, -4.64, -8.10], [0.54, -3.59, -9.32], [-0.41, -5.01, -8.76], [-1.94, -2.02, -7.30], [-1.45, -2.23, -8.75], [-0.33, -4.34, 7.86], [-1.23, -3.68, 7.01], [-1.94, -2.68, 7.67], [-2.67, -1.82, 6.68], [-1.72, -0.92, 5.92], [-3.65, -0.97, 7.42], [-0.86, -4.97, 8.57], [0.32, -3.61, 8.37], [0.33, -4.97, 7.26], [-2.63, -3.14, 8.41], [-1.31, -2.02, 8.29], [-3.22, -2.46, 5.98], [-1.18, -0.26, 6.60], [-2.25, -0.33, 5.17], [-1.01, -1.52, 5.35], [-4.26, -0.58, 6.69], [-4.34, -1.59, 7.87], [-3.49, 4.08, -3.76], [-2.49, 4.25, -4.74], [-1.22, 3.75, -4.35], [-0.60, 4.50, -3.19], [-0.61, 6.00, -3.41], [0.79, 4.01, -3.02], [-3.39, 4.82, -2.96], [-3.47, 3.07, -3.34], [-4.46, 4.24, -4.24], [-1.28, 2.67, -4.14], [-0.58, 3.94, -5.22], [-1.17, 4.24, -2.27], [-1.52, 6.33, -3.92], [0.15, 6.23, -4.17], [-0.45, 6.56, -2.50], [1.21, 4.51, -2.23], [0.70, 3.04, -2.67], [3.84, -5.14, 7.81], [3.72, -3.91, 7.13], [4.94, -3.24, 6.89], [4.80, -2.39, 5.66], [3.75, -1.45, 5.87], [3.37, -0.58, 4.77], [4.47, 0.37, 4.38], [4.08, 1.24, 3.33], [3.26, 2.33, 3.72], [4.72, -5.70, 7.48], [2.96, -5.74, 7.56], [3.94, -5.01, 8.90], [5.79, -3.92, 6.79], [5.14, -2.57, 7.73], [4.59, -3.06, 4.81], [5.75, -1.88, 5.50], [2.94, -1.84, 6.32], [2.50, -0.06, 5.16], [3.10, -1.20, 3.90], [5.31, -0.20, 3.96], [4.89, 0.91, 5.23], [2.47, 2.08, 4.43], [2.72, 2.66, 2.82], [3.86, 3.17, 4.10], [-1.48, 5.44, 0.43], [-0.15, 5.92, 0.33], [0.78, 4.88, 0.47], [2.17, 5.45, 0.37], [2.47, 5.79, -1.00], [3.86, 6.20, -1.21], [3.98, 6.87, -2.56], [3.23, 8.05, -2.52], [2.86, 8.55, -3.79], [-1.63, 4.59, -0.24], [-2.14, 6.25, 0.18], [-1.65, 5.09, 1.46], [0.65, 4.10, -0.29], [0.68, 4.46, 1.48], [2.86, 4.66, 0.70], [2.32, 6.28, 1.08], [1.92, 6.62, -1.23], [4.54, 5.36, -1.12], [4.17, 6.90, -0.41], [3.66, 6.19, -3.36], [5.04, 7.14, -2.73], [3.47, 8.11, -4.59], [2.98, 9.64, -3.79], [1.81, 8.33, -4.00], [-3.18, -4.82, 1.48], [-3.91, -4.09, 0.52], [-3.48, -2.75, 0.32], [-4.40, -2.15, -0.72], [-3.93, -2.52, -2.06], [-4.90, -2.25, -3.12], [-4.34, -2.62, -4.47], [-4.46, -4.02, -4.64], [-4.05, -4.42, -5.91], [-3.82, -5.64, 1.80], [-2.95, -4.28, 2.41], [-2.25, -5.25, 1.09], [-2.45, -2.75, -0.04], [-3.54, -2.19, 1.27], [-4.41, -1.06, -0.63], [-5.42, -2.54, -0.56], [-3.69, -3.50, -2.09], [-5.26, -1.22, -3.03], [-5.81, -2.84, -2.91], [-3.29, -2.32, -4.54], [-4.90, -2.12, -5.28], [-2.95, -4.41, -6.00], [-4.45, -3.80, -6.72], [-4.37, -5.45, -6.06], [4.31, 1.31, 0.13], [4.02, 1.99, -1.18], [5.26, 2.60, -1.82], [3.54, 0.94, -2.05], [4.69, 2.00, 0.87], [4.98, 0.47, -0.03], [3.36, 0.91, 0.50], [3.22, 2.74, -1.09], [5.92, 1.77, -2.07], [5.79, 3.26, -1.13], [5.05, 3.11, -2.76], [3.27, 1.32, -2.90], [0.40, -4.72, 2.45], [0.27, -4.51, 3.95], [1.31, -3.59, 4.54], [-1.04, -3.96, 4.17], [1.39, -5.06, 2.13], [0.17, -3.77, 1.96], [-0.26, -5.51, 2.12], [0.27, -5.51, 4.42], [1.33, -2.61, 4.07], [2.30, -4.05, 4.43], [1.14, -3.46, 5.61], [-1.12, -3.74, 5.11]]
}